# C9H17NO3

A 2-piece molecular cluster, C9H17NO3 overall (ωB97M-V with the def2-TZVPD basis set, the Open Molecules 2025 dataset).

Properties
Net charge: 0
SMILES string: CC(C)=C=[N+]([O-])O.COC=C(C)C
Orbital gap (eV): 8.28

Last column: Löwdin charge in e.
Geometry (Å):
C  -3.679  0.267  0.121  -0.056
C  -2.296  -0.326  -0.151  -0.287
C  -2.096  -1.613  0.520  -0.072
C  -1.273  0.397  -0.795  0.049
N  -1.096  1.333  -1.703  -0.238
O  -0.329  2.322  -1.729  -0.009
O  -1.526  0.816  -3.066  -0.005
H  -4.031  1.079  -0.500  0.067
H  -3.702  0.625  1.179  0.093
H  -4.515  -0.568  0.004  0.121
H  -3.025  -2.221  0.368  0.106
H  -1.156  -2.017  0.294  0.059
H  -2.202  -1.509  1.591  0.086
H  -1.020  1.209  -3.807  0.102
C  0.211  1.309  2.299  -0.114
O  1.359  1.071  1.531  -0.164
C  1.383  0.062  0.485  -0.084
C  2.446  -0.278  -0.176  -0.342
C  2.401  -1.504  -0.991  -0.076
C  3.854  0.218  0.025  -0.043
H  0.632  1.869  3.163  0.102
H  -0.331  0.341  2.498  0.093
H  -0.462  1.924  1.694  0.074
H  0.379  -0.328  0.234  0.075
H  2.872  -2.366  -0.375  0.118
H  1.385  -1.785  -1.053  0.049
H  3.004  -1.407  -1.896  0.085
H  3.967  0.761  0.939  0.067
H  4.556  -0.590  -0.023  0.067
H  4.288  0.912  -0.680  0.078